{"formula": "CH6NO2", "method": "ωB97M-V/def2-TZVPD", "e_tot_ha": -246.94258, "gap_ev": 8.24, "max_force_ev_per_a": 1.25, "charge": -1, "e_above_lowest_ev": 0.181, "elements": ["O", "H", "C", "N", "H", "O", "H", "H", "H", "H"], "xyz": [[-0.508174, -0.855171, 0.574011], [1.641809, 0.682374, 1.093198], [-1.146075, 0.171656, -0.062565], [-0.427650, 0.721506, -1.226626], [-2.093689, -0.177936, -0.518203], [1.848607, -0.160187, 0.676675], [0.569726, 0.701407, -1.022312], [-0.545000, 0.159965, -2.047821], [0.823882, -0.616222, 0.731593], [-1.389510, 0.979901, 0.646645]], "atomic_forces_ev_per_a": [[-0.23, -0.27, 0.16], [0.22, 0.06, 0.07], [0.19, -1.19, -0.33], [0.43, 1.14, 0.22], [-0.28, 0.12, 0.29], [-0.34, -0.25, 0.30], [-0.07, -0.03, 0.11], [-0.20, -0.53, -0.14], [0.24, 0.56, -0.53], [0.05, 0.38, -0.16]], "mulliken_charge": [-0.854, 0.252, -0.325, -0.664, 0.277, -0.849, 0.317, 0.216, 0.429, 0.202]}